DFT (ωB97M-V/def2-TZVPD) results for a structure of composition C46H45N15PPbS2.

Calculated values
Max |F| in eV Å⁻¹: 0.3
Molecular weight in g mol⁻¹: 1110.28
Relative energy (zero: lowest compared OMol25 entry of this formula, charge and spin) in kcal/mol: 6.8
LUMO in Eh: -0.2429
Total charge: +3
HOMO-LUMO gap in eV: 7.7

Atoms and positions in Å:
Pb1 -1.215 0.376 -0.658
N1 -0.773 2.122 1.795
C1 -0.764 3.522 1.565
C2 -0.250 4.401 2.478
C3 -0.254 5.793 2.247
C4 -0.798 6.295 1.103
C5 -1.320 5.412 0.127
C6 -1.865 5.886 -1.089
C7 -2.294 4.996 -2.027
C8 -2.162 3.622 -1.754
N2 -1.688 3.134 -0.630
C9 -1.283 4.018 0.335
H1 -0.389 1.905 2.707
H2 -1.721 1.761 1.772
H3 0.135 4.020 3.418
H4 0.149 6.456 2.999
H5 -0.837 7.361 0.922
H6 -1.925 6.954 -1.261
H7 -2.710 5.317 -2.972
H8 -2.452 2.900 -2.511
C10 -4.592 -3.739 0.615
N3 -3.207 -3.993 0.234
C11 -2.463 -5.098 0.607
C12 -1.252 -4.973 0.041
N4 -1.258 -3.772 -0.669
C13 -2.483 -3.184 -0.563
S1 -3.081 -1.798 -1.321
C14 -0.171 -3.351 -1.482
C15 0.478 -4.300 -2.259
C16 1.595 -3.905 -2.972
C17 2.010 -2.583 -2.890
C18 1.272 -1.711 -2.111
N5 0.195 -2.079 -1.406
H9 -4.945 -4.590 1.190
H10 -5.204 -3.614 -0.274
H11 -4.649 -2.832 1.216
H12 -2.863 -5.870 1.239
H13 -0.381 -5.598 0.103
H14 0.101 -5.311 -2.323
H15 2.119 -4.616 -3.597
H16 2.872 -2.231 -3.440
H17 1.538 -0.663 -2.043
N6 0.825 1.116 -3.978
C19 -0.474 0.676 -4.242
C20 -0.709 0.225 -5.550
C21 -1.983 -0.122 -5.921
C22 -3.015 -0.017 -4.988
C23 -2.683 0.388 -3.723
N7 -1.435 0.714 -3.324
C24 1.363 1.890 -2.952
C25 2.325 2.847 -3.309
C26 2.917 3.596 -2.321
C27 2.538 3.389 -0.993
C28 1.591 2.427 -0.738
N8 1.019 1.668 -1.691
H18 1.357 1.203 -4.831
H19 0.105 0.180 -6.261
H20 -2.182 -0.458 -6.929
H21 -4.037 -0.256 -5.237
H22 -3.452 0.460 -2.961
H23 2.573 3.007 -4.350
H24 3.646 4.353 -2.579
H25 2.947 3.985 -0.190
H26 1.243 2.236 0.271
S2 -5.820 -2.469 5.581
N9 -6.092 -1.251 4.565
C29 -5.010 -1.139 3.805
C30 -4.819 -0.174 2.736
C31 -5.805 0.754 2.390
C32 -5.568 1.621 1.352
C33 -4.349 1.527 0.682
N10 -3.404 0.651 0.995
C34 -3.619 -0.194 2.022
C35 -2.551 -1.157 2.370
N11 -1.397 -1.112 1.678
C36 -0.443 -1.980 1.978
C37 -0.564 -2.948 2.972
C38 -1.737 -3.003 3.688
C39 -2.752 -2.093 3.391
C40 -4.012 -2.080 4.113
N12 -4.344 -2.902 5.102
H27 -6.733 0.770 2.947
H28 -6.299 2.355 1.048
H29 -4.132 2.186 -0.150
H30 0.464 -1.906 1.384
H31 0.244 -3.640 3.164
H32 -1.896 -3.731 4.473
C41 6.613 0.359 1.151
N13 5.825 -0.122 2.385
C42 6.005 -1.647 2.499
N14 5.603 -2.290 1.301
C43 6.372 -1.778 0.166
N15 6.195 -0.337 -0.011
C44 4.836 0.010 -0.431
P1 3.528 -0.488 0.797
C45 4.374 0.252 2.282
C46 4.159 -2.219 1.068
H33 7.662 0.162 1.373
H34 6.443 1.432 1.069
H35 6.227 0.315 3.217
H36 5.413 -1.971 3.355
H37 7.065 -1.808 2.697
H38 6.058 -2.292 -0.740
H39 7.430 -1.986 0.333
H40 4.628 -0.488 -1.379
H41 4.767 1.085 -0.616
H42 3.878 -0.078 3.196
H43 4.315 1.340 2.238
H44 3.917 -2.815 0.186
H45 3.633 -2.670 1.912